{
  "formula": "C17H40F3O13SV",
  "method": "ωB97M-V with the def2-TZVPD basis set",
  "charge": 0,
  "largest_force_ev_per_a": 2.97,
  "gap_ev": 3.2,
  "homo_energy_ev": -7.8,
  "species": ["O", "V", "O", "C", "F", "F", "F", "S", "O", "O", "O", "C", "O", "C", "C", "O", "C", "H", "H", "H", "H", "H", "H", "H", "H", "H", "H", "C", "O", "C", "C", "O", "C", "H", "H", "H", "H", "H", "H", "H", "H", "H", "H", "C", "O", "C", "C", "O", "C", "H", "H", "H", "H", "H", "H", "H", "H", "H", "H", "C", "O", "C", "C", "O", "C", "H", "H", "H", "H", "H", "H", "H", "H", "H", "H"],
  "xyz": [[0.791, -0.393, 0.067], [1.042, 1.116, -0.337], [-0.082, 1.556, -1.367], [2.703, -0.084, -6.426], [3.097, 1.129, -6.850], [1.409, -0.120, -6.126], [2.939, -0.982, -7.441], [3.823, -0.606, -4.922], [5.202, -0.188, -5.251], [3.233, 0.081, -3.736], [3.700, -2.072, -4.890], [-5.777, -0.812, -4.392], [-5.833, 0.623, -4.533], [-4.634, 1.258, -4.933], [-4.658, 2.824, -4.690], [-5.711, 3.638, -5.366], [-5.556, 5.002, -5.220], [-5.309, -1.273, -5.262], [-6.787, -1.221, -4.396], [-5.186, -1.091, -3.520], [-4.486, 0.989, -5.979], [-3.781, 0.770, -4.462], [-3.684, 3.281, -4.864], [-4.889, 2.993, -3.639], [-6.402, 5.508, -5.686], [-4.681, 5.277, -5.809], [-5.428, 5.399, -4.213], [-1.054, 4.138, 2.166], [-0.502, 2.860, 2.408], [-0.953, 2.141, 3.558], [-2.479, 1.793, 3.471], [-2.668, 1.079, 2.229], [-3.916, 0.374, 2.027], [-0.815, 4.817, 2.985], [-2.124, 3.952, 2.069], [-0.747, 4.695, 1.281], [-0.662, 2.716, 4.437], [-0.356, 1.241, 3.708], [-3.174, 2.625, 3.584], [-2.731, 1.129, 4.298], [-4.063, -0.302, 2.869], [-3.934, -0.081, 1.037], [-4.699, 1.116, 1.873], [4.608, 0.921, 2.088], [4.301, 1.911, 1.043], [4.992, 3.199, 1.074], [4.986, 3.829, -0.329], [3.612, 3.922, -0.738], [3.317, 4.727, -1.903], [4.214, 1.193, 3.068], [5.681, 0.767, 2.198], [4.187, -0.064, 1.885], [6.032, 3.066, 1.374], [4.552, 3.785, 1.881], [5.524, 3.198, -1.037], [5.470, 4.805, -0.312], [2.417, 4.375, -2.407], [4.113, 4.614, -2.638], [3.275, 5.801, -1.721], [-0.429, -5.633, 3.052], [0.116, -6.618, 3.970], [1.508, -6.415, 4.402], [1.849, -7.384, 5.579], [1.354, -8.716, 5.237], [1.841, -9.698, 6.150], [-0.641, -4.691, 3.558], [-1.337, -5.927, 2.526], [0.286, -5.420, 2.258], [1.675, -5.407, 4.780], [2.261, -6.535, 3.623], [1.294, -7.077, 6.466], [2.900, -7.406, 5.869], [1.440, -10.670, 5.865], [1.509, -9.500, 7.169], [2.919, -9.845, 6.211]],
  "forces_ev_per_angstrom": [[0.191, 2.505, -0.703], [-1.434, -1.090, -1.119], [1.884, -0.964, 1.935], [2.211, -1.357, 0.443], [-0.820, -0.270, -0.012], [0.078, 0.399, -0.259], [-0.495, 1.083, 0.824], [1.309, -1.131, 0.916], [-2.149, 0.223, 0.085], [0.212, -0.279, -1.407], [-0.581, 1.562, -0.112], [0.475, 0.941, -0.792], [-0.629, -0.288, 0.660], [-0.611, 0.489, -0.950], [-1.446, 0.162, 0.362], [0.517, -2.900, 0.395], [0.768, 0.670, -0.836], [0.290, 0.070, -0.229], [-0.007, 0.376, 0.480], [-0.190, -0.072, 0.228], [0.049, 0.499, -0.475], [0.304, 0.534, 0.655], [0.175, -0.223, -0.403], [0.211, -0.275, 0.336], [-0.158, -0.208, 0.113], [0.341, 0.546, 0.048], [-0.075, -0.325, 0.408], [-1.188, -0.083, 0.938], [1.715, -0.935, -1.116], [-1.079, 0.790, -0.210], [0.480, -1.164, -0.501], [0.259, 0.148, -0.026], [0.602, 1.520, 0.098], [-0.279, -0.009, 0.353], [-0.235, 0.701, 0.090], [0.607, -0.950, -0.335], [-0.675, 0.380, 0.313], [-0.111, -0.185, -0.836], [0.186, 0.389, -0.336], [0.160, -0.199, 0.278], [-0.421, -0.146, -0.271], [0.770, -0.563, 0.307], [-0.436, 0.073, 0.820], [0.322, 1.001, -0.263], [-0.027, -0.823, 0.365], [0.019, -1.078, 0.090], [-1.184, -0.423, 0.371], [-0.666, 0.471, -0.267], [1.221, -0.475, -0.194], [-0.079, 0.479, 0.016], [0.125, 0.217, -0.171], [-0.224, 0.291, -0.736], [0.222, -0.282, -0.112], [-0.323, 0.440, -0.348], [0.081, -0.168, 0.017], [-0.038, 0.173, 0.176], [-0.111, -0.043, 0.463], [0.150, -0.219, -0.106], [-0.265, -0.004, 0.544], [1.350, 0.026, 0.360], [0.741, 0.459, -0.135], [-0.647, -0.497, 0.510], [-2.018, -0.820, -0.815], [1.526, 0.526, 0.506], [-0.577, -0.183, 0.001], [0.015, 0.086, 0.249], [0.007, -0.746, 0.590], [0.246, 0.027, -0.064], [-0.304, 0.303, 0.111], [-0.399, -0.337, -0.570], [-0.119, 0.202, 0.164], [0.243, 0.105, -0.497], [-0.210, 0.163, -0.173], [-0.189, 0.178, 0.180], [0.335, 0.507, -0.421]],
  "mulliken_charge": [-0.54, 1.97, -0.51, 0.57, -0.22, -0.21, -0.24, 1.02, -0.65, -0.59, -0.66, -0.72, -0.31, -0.49, -0.52, -0.31, -0.73, 0.32, 0.25, 0.26, 0.33, 0.37, 0.40, 0.28, 0.26, 0.31, 0.29, -0.81, -0.17, -0.63, -0.58, -0.22, -0.77, 0.31, 0.29, 0.27, 0.37, 0.29, 0.39, 0.45, 0.30, 0.24, 0.31, -0.86, -0.20, -0.62, -0.50, -0.26, -0.77, 0.34, 0.32, 0.29, 0.38, 0.33, 0.35, 0.38, 0.22, 0.34, 0.30, -0.71, -0.29, -0.47, -0.54, -0.28, -0.77, 0.27, 0.26, 0.30, 0.33, 0.34, 0.30, 0.39, 0.26, 0.31, 0.30]
}